1.
{
  "formula": "C2HN3OS",
  "method": "ωB97M-V with the def2-TZVPD basis set",
  "species": ["S", "C", "C", "N", "O", "N", "N", "H"],
  "coordinates": [[0.22726, -1.55523, 1.52288], [0.01594, -0.33284, 0.46642], [-0.97343, -0.41291, -0.57566], [-0.94806, 0.33384, -1.62569], [-0.01034, 1.32659, -1.58286], [0.73355, 1.65870, -0.42106], [0.77522, 0.85958, 0.53837], [-1.73346, -1.21933, -0.48901]],
  "smiles": "S=c1cnonn1",
  "e_above_lowest_ev": 2.228,
  "total_charge": 0
}

---

2.
{
  "formula": "C2HNO2",
  "method": "ωB97M-V with the def2-TZVPD basis set",
  "species": ["C", "C", "N", "O", "O", "H"],
  "coordinates": [[0.27146, -0.11916, 0.76453], [-0.33417, -0.58024, -1.26265], [-0.35446, 0.86078, 1.05385], [1.05682, -0.97209, 0.80766], [0.50564, -0.50025, -2.01357], [-1.14529, 1.31097, 0.65018]],
  "e_above_lowest_ev": 0.866,
  "total_charge": 0
}

---

3.
{
  "formula": "C2HNO4",
  "method": "ωB97M-V with the def2-TZVPD basis set",
  "species": ["O", "C", "C", "O", "N", "O", "O", "H"],
  "coordinates": [[0.70317, -0.24949, -1.62166], [0.50666, 0.68097, -0.92927], [-0.22029, 0.48665, 0.38067], [-0.68369, 1.30764, 1.08041], [-0.35583, -1.03793, 0.61222], [0.70346, -1.51016, 0.88784], [-1.41023, -1.47960, 0.58929], [0.75675, 1.80192, -0.99950]],
  "smiles": "O=CC(=O)[N+](=O)[O-]",
  "e_above_lowest_ev": 3.671,
  "total_charge": 0
}

---

4.
{
  "formula": "C2HNO4",
  "method": "ωB97M-V with the def2-TZVPD basis set",
  "species": ["O", "C", "O", "N", "C", "O", "O", "H"],
  "coordinates": [[-2.54280, -0.51350, -0.11709], [-1.47921, 0.02183, -0.17742], [-0.95952, 1.28667, 0.02011], [0.42101, 1.42351, -0.07006], [0.79868, 0.12270, 0.00294], [1.98241, -0.39126, -0.22628], [-0.35000, -0.65350, 0.09026], [2.12943, -1.29646, 0.47754]],
  "smiles": "O=c1onc(O)o1",
  "e_above_lowest_ev": 2.214,
  "total_charge": 0
}

---

5.
{
  "formula": "C2HNOS",
  "method": "ωB97M-V with the def2-TZVPD basis set",
  "species": ["O", "C", "N", "C", "S", "H"],
  "coordinates": [[1.23288, 2.36492, -0.59889], [1.25736, 1.37004, 0.02453], [0.51829, 0.27209, 0.12128], [1.61572, 0.31158, 0.96597], [2.30170, -0.72186, 2.03258], [-0.12109, -0.25217, -0.46230]],
  "smiles": "O=c1[nH]c1=S",
  "e_above_lowest_ev": 2.011,
  "total_charge": 0
}

---

6.
{
  "formula": "C2HNOS",
  "method": "ωB97M-V with the def2-TZVPD basis set",
  "species": ["C", "C", "N", "O", "S", "H"],
  "coordinates": [[-2.68560, 0.02573, -0.18754], [0.05977, -0.85124, -0.28176], [-2.43047, 1.14727, -0.35817], [1.03936, -1.43888, -0.39334], [-2.62262, -1.56265, 0.21797], [-0.38925, 0.09688, -0.40437]],
  "e_above_lowest_ev": 2.474,
  "total_charge": 0
}

---

7.
{
  "formula": "C2HNOS",
  "method": "ωB97M-V with the def2-TZVPD basis set",
  "species": ["C", "C", "N", "O", "S", "H"],
  "coordinates": [[-0.51910, -0.77361, 0.60664], [0.07886, 0.20335, -0.15663], [-0.10684, 1.26683, -0.73008], [-1.37042, -1.32956, 1.19818], [1.24851, -1.08435, 0.28974], [0.66899, 1.71735, -1.20784]],
  "e_above_lowest_ev": 1.024,
  "total_charge": 0,
  "multiplicity": 3
}

---

8.
{
  "formula": "C2HNS2",
  "method": "ωB97M-V with the def2-TZVPD basis set",
  "species": ["C", "C", "N", "S", "S", "H"],
  "coordinates": [[1.92399, -1.05106, -0.40280], [1.70369, 0.29765, -0.02723], [2.13813, -2.11092, -0.72947], [2.29249, 1.50249, 0.99883], [2.12899, 1.60952, -1.03092], [-0.37965, 0.30190, 1.07205]],
  "e_above_lowest_ev": 4.764,
  "total_charge": 0
}

---

9.
{
  "formula": "C2HNa2O3",
  "method": "ωB97M-V with the def2-TZVPD basis set",
  "species": ["C", "H", "O", "C", "O", "O", "Na", "Na"],
  "coordinates": [[-0.09964, 1.19771, 1.11675], [0.77287, 1.45962, 1.75140], [0.28285, -0.15374, 0.75583], [-0.43438, -0.83734, -0.17480], [-0.87580, -0.15276, -1.13591], [0.04141, -1.99864, -0.35783], [1.97932, -1.40191, -1.40056], [-1.66663, 1.88706, -0.55488]],
  "total_energy_ev": -17063.0318,
  "total_charge": 0,
  "multiplicity": 2
}

---

10.
{
  "formula": "C2HO2S2",
  "method": "ωB97M-V with the def2-TZVPD basis set",
  "species": ["C", "C", "O", "O", "S", "S", "H"],
  "coordinates": [[-0.45435, 2.77627, 1.95190], [-0.50999, 0.71861, 1.16874], [-0.45667, 2.62866, 3.11682], [-0.43246, 3.44489, 0.98408], [-1.07590, -0.60684, 1.93442], [0.29675, 0.56821, -0.37753], [0.26290, -0.75790, -0.58063]],
  "e_above_lowest_ev": 0.617,
  "total_charge": -1
}

---

11.
{
  "formula": "C2HO3PS",
  "method": "ωB97M-V with the def2-TZVPD basis set",
  "species": ["O", "P", "O", "O", "C", "C", "S", "H"],
  "coordinates": [[-2.12638, 1.72809, 0.71393], [-1.53259, 0.54377, -0.07562], [-1.90195, -0.84551, 0.48822], [-1.63187, 0.73317, -1.62094], [0.35227, 0.48318, 0.05682], [1.45385, 0.04292, -0.04994], [2.92192, -0.99955, -0.23462], [2.46475, -1.68606, 0.72214]],
  "smiles": "O=P([O-])([O-])C#CS",
  "e_above_lowest_ev": 0.203,
  "total_charge": -2
}

---

Number 11 is which compound?
C2HO3PS

---

Number 1 is which compound?
C2HN3OS

---

Repeat the first record exactly.
{
  "formula": "C2HN3OS",
  "method": "ωB97M-V with the def2-TZVPD basis set",
  "species": ["S", "C", "C", "N", "O", "N", "N", "H"],
  "coordinates": [[0.22726, -1.55523, 1.52288], [0.01594, -0.33284, 0.46642], [-0.97343, -0.41291, -0.57566], [-0.94806, 0.33384, -1.62569], [-0.01034, 1.32659, -1.58286], [0.73355, 1.65870, -0.42106], [0.77522, 0.85958, 0.53837], [-1.73346, -1.21933, -0.48901]],
  "smiles": "S=c1cnonn1",
  "e_above_lowest_ev": 2.228,
  "total_charge": 0
}